1.
This record from the Open Molecules 2025 dataset describes a gas-phase ion, C3H10NSi (charge +1) in a non-equilibrium geometry. The level of theory is ωB97M-V/def2-TZVPD.

Cartesian coordinates (Å):
C (1.97349, -0.94282, 0.03628)
C (1.43088, 0.21554, 0.05007)
C (-0.24364, 0.28868, 0.51934)
N (-0.63587, 1.58896, -0.15920)
Si (-1.37096, -1.17791, -0.05570)
H (3.04276, -1.04766, -0.26560)
H (1.25581, -1.84151, 0.12319)
H (2.03093, 1.17488, -0.22453)
H (-0.07431, 0.57908, 1.50827)
H (-0.93979, 1.23385, -1.07593)
H (0.10549, 2.18907, 0.03022)
H (-1.56406, 1.89538, 0.16695)
H (-1.36354, -2.39490, 0.74409)
H (-2.56545, -0.43159, 0.15973)
H (-1.08173, -1.32904, -1.55719)

Forces on the atoms, in the same order (eV/Å):
C 0.7 -3.4 -1.0
C -3.0 3.1 0.3
C 4.6 0.1 -2.1
N -4.2 -3.4 0.0
Si 0.9 0.4 -0.7
H -1.1 -0.4 0.5
H 1.8 1.1 0.2
H -1.4 -1.5 0.8
H -0.5 -0.2 1.9
H 1.4 1.3 -0.7
H 1.3 2.0 -0.7
H 0.6 0.5 0.6
H 0.3 -0.1 0.1
H -1.3 0.3 -0.1
H -0.2 0.1 1.1

Its gap between HOMO and LUMO is 11.05 eV. The total charge is +1. Its HOMO energy is -14.6671 eV. Its multiplicity is 1. The value obtained for the energy above the lowest of the compared OMol25 structures with the same formula, charge and spin is 166.0 kJ/mol. The structure (SMILES) is C=C[C@@H]([NH3+])[SiH3].

Results of the natural (NBO) charge analysis, in e, for atoms 1 through 2: number 1, C, carries -0.361; number 2, C, carries -0.238

2.
This record from the Open Molecules 2025 dataset describes 2 unconnected molecules or ions with the total composition C3H10O in a non-equilibrium geometry. The level of theory is ωB97M-V/def2-TZVPD.

Cartesian coordinates (Å):
C (0.23419, 1.20884, -1.60867)
O (-0.20192, 2.56541, -1.81763)
H (-0.33775, 2.95042, -0.94341)
H (-0.53223, 0.75855, -0.98225)
H (1.14068, 1.14677, -1.00367)
H (0.23832, 0.74279, -2.58536)
C (0.30321, -1.79431, 0.88788)
C (-0.42852, -0.48790, 1.30162)
H (-0.00472, -2.10906, -0.10135)
H (1.37886, -1.76799, 1.07018)
H (0.07201, -2.57774, 1.61409)
H (-1.13077, -0.35591, 0.49636)
H (-0.99358, -0.61185, 2.20894)
H (0.26220, 0.33198, 1.46329)

Forces on the atoms, in the same order (eV/Å):
C -1.3 0.9 0.7
O 0.5 -0.1 0.1
H 0.0 0.0 -0.2
H 0.0 -0.5 -0.3
H 0.4 0.0 -0.6
H 0.5 -0.2 0.0
C 0.1 -0.1 1.7
C 0.5 -1.2 -0.3
H 0.4 -0.1 -0.1
H 0.1 0.4 -0.8
H -0.6 -0.2 -0.3
H -0.3 0.9 0.0
H -0.2 -0.1 0.4
H -0.1 0.3 -0.4

Its gap between HOMO and LUMO is 11.18 eV. The total charge is 0. Its HOMO energy is -10.2423 eV. Its multiplicity is 1. The value obtained for the energy above the lowest of the compared OMol25 structures with the same formula, charge and spin is 96.0 kJ/mol. The structure (SMILES) is CC.CO.

Results of the natural (NBO) charge analysis, in e, for atoms 1 through 2: number 1, C, carries -0.250; number 2, O, carries -0.725

3.
This record from the Open Molecules 2025 dataset describes 2 unconnected molecules or ions with the total composition C3H10O in a non-equilibrium geometry. The level of theory is ωB97M-V/def2-TZVPD.

Cartesian coordinates (Å):
C (-2.10038, 3.52524, -6.13036)
H (-1.66693, 4.52468, -6.10140)
H (-3.15398, 3.60928, -5.88236)
H (-1.65886, 2.68629, -5.61252)
H (-2.01541, 3.37802, -7.21671)
C (1.20087, -1.56031, 2.11921)
O (0.33008, -0.97128, 1.25961)
C (0.97360, -1.52139, 3.58020)
H (1.44320, -2.62797, 1.85836)
H (2.14325, -1.02694, 1.83672)
H (-0.58754, -0.75414, 1.56585)
H (0.15721, -2.13957, 3.95152)
H (1.91739, -1.68550, 4.10061)
H (0.77935, -0.47335, 3.87836)

Forces on the atoms, in the same order (eV/Å):
C -0.5 0.6 -1.6
H 0.4 -0.2 1.1
H -0.1 -0.1 0.0
H 0.5 0.3 0.3
H -0.3 -0.6 0.2
C 0.1 1.1 0.8
O -0.4 -0.7 -0.5
C -0.3 1.3 0.8
H 0.1 0.1 -0.9
H 0.3 -0.5 -0.3
H 0.5 -0.1 0.3
H 0.1 -0.2 0.1
H -0.1 -0.7 -0.1
H -0.4 -0.2 -0.2

Its expectation value of S² is 0.7545. Its gap between HOMO and LUMO (spin up / spin down) is 10.12 / 3.61 eV. The total charge is +1. Its HOMO energy (spin up / spin down) is -14.0694 / -14.0694 eV. Its multiplicity is 2. The value obtained for the energy above the lowest of the compared OMol25 structures with the same formula, charge and spin is 27.0 kJ/mol.

Results of the natural (NBO) charge analysis, in e, for atoms 1 through 2: number 1, C, carries -0.863; number 2, H, carries 0.221